Record 1
C72H57F11O4Pd | wB97M-V/def2-TZVPD

## Properties
**Highest occupied orbital energy (spin up / spin down)**: -0.2817 / -0.2798 Ha
**ΔE to the lowest compared entry with this formula, charge and spin**: 128.4 kJ/mol
**<S²>**: 2.0075
**Multiplicity**: 3
**Energy**: -117141.30467 eV
**Frontier orbital gap (spin up / spin down)**: 7.0 / 4.8 eV

```
145
C72H57F11O4Pd wB97M-V/def2-TZVPD
C -0.938 5.833 6.295
C -0.531 -4.063 -2.689
C 2.651 -4.374 4.677
C 0.481 1.558 1.030
C 3.610 -2.751 2.626
C 0.276 4.363 4.794
F 4.933 1.143 -2.322
H -7.260 2.049 4.134
C 0.448 -0.628 5.271
C 2.663 4.248 -1.891
C -1.293 0.453 6.459
H 2.304 -4.956 5.518
F -2.652 2.004 5.344
H 0.074 7.490 7.268
C -2.412 -4.577 2.685
H -1.732 4.088 5.227
C 3.665 -5.669 -1.776
C 2.339 -3.217 2.615
H -3.469 1.931 2.289
F 2.540 6.761 6.287
C -6.638 1.617 3.363
H -5.001 2.783 4.039
C -1.068 0.778 4.132
H 1.171 1.302 -3.799
F -3.321 1.378 -2.075
H 2.083 -1.461 -1.079
C 5.787 -4.204 -0.756
C 3.127 5.455 -2.414
H -3.608 -2.355 4.958
C -3.353 -1.967 2.803
H 5.405 -2.571 3.780
C -6.290 0.147 1.500
F 4.704 -4.045 5.863
H -0.403 -3.517 -1.766
H 0.385 0.650 -7.990
C 2.193 6.436 -2.638
C -0.016 -4.672 -5.055
H 0.571 3.564 4.130
O -1.716 0.976 0.139
H 0.474 -0.208 3.128
H -1.420 1.263 3.233
H -4.758 2.083 -4.216
F -2.851 -1.733 0.486
C 5.855 -5.588 -0.787
C 0.363 5.057 -1.685
H -2.752 -4.674 4.805
O 3.661 0.027 -0.183
H 2.845 -6.300 -2.085
C 4.425 -3.020 3.716
C 1.284 4.069 -1.556
C -0.890 4.738 5.417
C -5.496 4.932 -2.528
C -0.220 -0.400 6.504
H 6.706 -6.026 -0.286
H 0.841 -4.452 3.498
H 4.164 5.623 -2.665
C -0.931 -5.742 -4.986
C -4.025 3.483 -1.255
H -5.999 5.874 -2.694
H -2.682 -0.155 -5.184
H -1.949 -4.223 0.669
H 0.815 -2.971 -4.053
C 2.384 0.249 0.001
H 3.823 -1.275 -6.826
O -0.744 -1.288 -1.101
C 1.841 1.391 0.866
O 2.602 2.323 1.370
H -6.024 4.175 -4.390
C -2.826 -2.477 1.620
H 5.330 0.697 -6.745
C -0.020 -0.061 4.077
C 0.095 0.602 -6.951
C -2.373 -3.798 1.567
C 0.823 6.276 -2.266
C 0.169 -3.828 -3.929
H 1.981 1.274 -6.070
C -3.336 -2.733 3.984
H 1.308 -1.282 5.246
C -4.035 2.519 -2.255
H -1.128 -6.292 -5.894
H -1.880 0.641 7.346
C 4.629 -3.544 -1.154
C -5.354 2.048 3.331
C -4.775 4.640 -1.339
C -2.801 -4.037 3.934
H -3.345 3.280 -0.441
C 4.797 -6.316 -1.308
H -1.968 -5.560 2.639
H -3.771 -0.974 2.871
H 6.647 -3.640 -0.426
F 3.542 3.257 -1.472
H -2.109 -5.320 -1.868
H 0.105 -0.889 7.410
Pd -2.601 -0.327 -1.230
C 1.828 -4.029 3.620
C -1.470 -5.110 -2.712
C 5.290 0.921 -4.647
H 3.520 -1.123 -2.638
H 1.723 -3.015 1.751
C 4.177 -0.866 -5.891
H 0.102 7.054 -2.471
H 1.055 3.150 -1.036
H -6.703 -0.639 0.885
H -8.108 0.352 2.650
F 0.688 -4.487 -6.152
C 3.746 -1.452 -4.717
C 0.949 1.005 -5.901
C 3.926 -3.823 4.742
C -0.448 0.751 0.279
C 3.959 -0.715 -3.537
H 0.078 2.354 1.638
C 3.604 -4.281 -1.761
C 1.375 5.163 5.092
C -7.084 0.670 2.516
C 4.956 0.290 -5.816
H -2.297 -6.788 -3.643
C -1.669 0.138 -5.417
H 2.467 7.422 -2.980
C -1.625 1.132 5.340
C 4.726 0.419 -3.466
C -4.771 2.756 -3.371
C -1.236 0.222 -6.727
H -1.878 6.043 6.784
H 5.785 1.881 -4.668
H 2.314 4.823 4.683
F -1.245 0.491 -3.083
C -5.417 3.939 -3.528
C 0.072 -0.550 -0.533
C 1.331 6.225 5.992
H -4.621 5.401 -0.588
C -1.607 -5.967 -3.774
C -4.486 1.568 2.324
F -4.272 0.358 0.172
F 4.862 -7.681 -1.349
H 2.765 -3.815 -2.256
C 0.507 1.028 -4.606
C 0.153 6.655 6.587
C -5.012 0.697 1.294
H 3.963 -2.114 1.828
H -0.678 5.086 -1.399
H 4.494 -2.474 -1.098
H -1.896 0.057 -7.566
C -0.752 0.495 -4.345
H 3.133 -2.339 -4.772
C 1.575 -0.641 -0.592
```

=====

Record 2
C30H26N7NaO7S2Se2 | wB97M-V/def2-TZVPD

## Properties
**Highest occupied orbital energy**: -0.1188 Ha
**ΔE to the lowest compared entry with this formula, charge and spin**: 17.8 kJ/mol
**Multiplicity**: 1
**Charge**: -2
**Energy**: -213079.75245 eV
**Frontier orbital gap**: 6.9 eV

```
75
C30H26N7NaO7S2Se2 wB97M-V/def2-TZVPD
H -1.449 -5.088 3.173
C -2.269 -4.852 1.190
O -0.666 6.098 3.450
H 4.248 -2.169 -0.152
N 0.364 0.832 -0.748
C -2.729 2.116 6.135
N -0.211 -3.044 0.820
H -0.850 -1.257 -3.727
C 1.884 2.366 -2.479
C -2.864 -1.121 3.127
C -2.506 3.343 6.758
H -0.164 2.580 0.178
H -3.374 1.382 6.601
C 1.881 0.993 -2.594
H -2.298 0.853 4.441
C -0.362 -3.681 1.964
C 4.030 -0.028 -0.076
C 1.162 -1.527 -4.392
C 3.391 1.021 0.569
H -0.872 -2.780 -1.094
H 4.676 0.154 -0.926
H -1.495 5.254 6.658
H -1.687 -0.618 -5.971
N 0.151 3.796 2.766
H 2.495 2.956 -3.156
C 1.569 -1.095 -6.718
H 0.530 -0.135 -8.951
H -0.986 0.414 -8.230
S 0.007 4.906 3.921
C -0.639 -0.865 -5.834
C -2.133 1.812 4.916
C 0.227 -0.798 -6.923
O 1.297 -3.396 -2.624
N -2.711 -0.016 0.961
N -3.530 -0.530 1.992
C -2.110 -4.206 -0.027
S 1.739 -2.026 -2.763
O -0.659 1.694 2.317
N 2.252 -0.529 1.992
H 1.112 4.055 -1.353
O 3.180 -1.818 -2.806
C -0.181 -1.226 -4.579
H 3.524 2.047 0.256
C -1.060 -3.313 -0.171
C 3.801 -1.323 0.353
H -2.789 -4.382 -0.850
O -3.572 -1.168 4.152
C -1.678 4.301 6.179
C 2.490 0.720 1.575
C -0.570 2.698 3.032
H -3.206 -0.060 0.083
H 1.899 1.499 2.045
H 2.501 0.503 -3.327
H -4.235 0.113 2.327
Se 2.798 -3.311 2.109
Se 0.876 -3.213 3.367
C -1.368 -4.605 2.210
C 0.399 2.161 -0.649
H -2.983 3.554 7.709
C 2.038 -1.455 -5.461
O -1.672 -1.471 2.974
N 0.952 -1.141 -1.744
H -3.086 -5.547 1.343
C -1.099 3.983 4.967
C -0.287 -0.422 -8.288
H -2.409 0.936 1.152
C 1.081 0.223 -1.716
H 3.085 -1.669 -5.291
C 1.126 2.983 -1.492
O 1.254 5.127 4.619
Na -0.319 -0.568 1.274
H 2.261 -1.033 -7.552
C 2.929 -1.508 1.419
H -0.815 -1.258 -8.754
C -1.320 2.775 4.343
```

=====

Record 3
C28H30N4O3 | wB97M-V/def2-TZVPD

## Properties
**Highest occupied orbital energy**: -0.2944 Ha
**ΔE to the lowest compared entry with this formula, charge and spin**: 329.6 kJ/mol
**Multiplicity**: 1
**Energy**: -41624.22720 eV
**Frontier orbital gap**: 8.4 eV
**SMILES**: C=CCOc1ccc([C@H]2C(C#N)=C(N)N(Nc3ccccc3)C3=C2C(=O)CC(C)(C)C3)cc1OC

```
65
C28H30N4O3 wB97M-V/def2-TZVPD
H 1.441 -2.932 -1.418
O 0.346 -2.267 -3.506
H -4.652 -0.568 2.734
C 0.852 -2.354 -0.699
C -1.558 0.549 1.934
C 3.923 2.615 -2.488
H -2.961 3.317 3.279
H 1.905 -0.639 -2.493
H -0.095 -4.115 2.861
H 4.830 2.331 -1.948
O 2.964 1.582 -2.475
N -2.517 -1.672 1.685
C 1.775 -0.559 0.867
C 1.577 -1.047 -0.413
H -0.853 2.532 2.255
C 3.533 3.234 1.433
H -1.638 -3.347 2.946
C 2.376 0.674 1.061
H -0.634 0.217 1.486
H -1.654 1.325 -3.125
C -0.481 -2.006 -1.324
C -0.507 -2.878 1.309
H -3.843 0.413 -3.952
C -2.618 -0.470 -2.404
H -2.498 -2.301 -3.543
H -4.520 0.564 -2.331
C -1.686 1.855 2.370
C 1.510 -4.110 0.974
H -4.582 -0.986 -3.175
C -1.878 -1.421 -3.344
H 2.599 3.207 2.015
H 4.164 2.767 -3.540
H 3.530 3.543 -2.066
C -0.564 -1.922 -2.777
H 4.720 2.964 3.235
H 3.783 4.289 1.263
C -3.931 1.420 3.075
N 2.246 -4.919 1.336
C -2.834 -1.197 -1.071
H -2.315 1.473 -1.496
H 5.414 1.315 0.749
H -3.407 -2.128 1.499
H -3.273 -0.498 -0.355
C 4.643 2.595 2.220
C -2.628 -0.329 2.068
C -3.819 0.115 2.637
C 2.787 1.461 -0.005
H -1.673 -0.944 -4.304
C -2.867 2.296 2.941
H -0.819 0.577 -1.769
H -4.858 1.755 3.516
O 3.332 2.716 0.142
H 1.486 -1.135 1.732
C 0.588 -3.153 0.550
H -3.544 -2.020 -1.217
C -1.799 0.804 -2.182
C 2.621 0.959 -1.310
C 5.480 1.687 1.757
N -1.492 -2.025 0.819
C -1.547 -1.744 -0.536
C -3.976 -0.099 -3.002
C 2.018 -0.281 -1.482
H 6.262 1.274 2.369
H 2.525 1.016 2.072
N -0.707 -3.373 2.566
```

=====

Record 4
C6H12O | wB97M-V/def2-TZVPD

## Properties
**Highest occupied orbital energy**: -0.3526 Ha
**ΔE to the lowest compared entry with this formula, charge and spin**: 217.4 kJ/mol
**Multiplicity**: 1
**Energy**: -8462.10048 eV
**Frontier orbital gap**: 10.5 eV
**SMILES**: C=CCO.C=CC

```
19
C6H12O wB97M-V/def2-TZVPD
C -3.040 1.143 -0.860
H -1.588 2.572 0.526
C -1.090 1.596 0.575
C -1.848 0.770 -0.422
H 3.040 -2.586 0.384
H 1.925 0.283 -1.791
H -3.644 0.541 -1.525
H -1.346 -0.099 -0.835
H -0.933 1.544 2.567
H -0.033 1.696 0.312
C 1.573 -1.118 -0.300
H 1.923 -1.962 1.638
C 2.331 -0.551 -1.231
H 0.577 -0.750 -0.085
H 1.392 -3.119 0.467
H -3.465 2.079 -0.510
O -1.188 0.976 1.842
C 2.030 -2.234 0.586
H 3.382 -0.779 -1.337
```

=====

Record 5
C6H8N2 | wB97M-V/def2-TZVPD

## Properties
**Highest occupied orbital energy**: -0.2884 Ha
**ΔE to the lowest compared entry with this formula, charge and spin**: 1791.1 kJ/mol
**Multiplicity**: 1
**Energy**: -9313.14446 eV
**Frontier orbital gap**: 6.2 eV

```
16
C6H8N2 wB97M-V/def2-TZVPD
N 0.866 1.393 0.009
H -2.698 -0.055 -0.810
H -2.254 -0.187 1.088
H 1.365 -2.262 -0.084
N -0.841 -1.394 -0.257
H 2.556 0.108 0.814
C -0.035 -0.584 0.485
H 2.382 0.305 -0.973
C -1.056 1.392 -0.180
C -1.887 -0.123 -0.084
H -1.251 2.066 0.779
C -0.050 0.540 -0.431
H 0.070 0.449 -1.545
H 0.026 -0.554 1.507
C 0.893 -1.216 -0.277
C 1.914 0.122 -0.041
```

=====

Record 6
C5H10O | wB97M-V/def2-TZVPD

## Properties
**Highest occupied orbital energy**: -0.3499 Ha
**ΔE to the lowest compared entry with this formula, charge and spin**: 145.4 kJ/mol
**Multiplicity**: 1
**Energy**: -7393.25884 eV
**Frontier orbital gap**: 10.7 eV
**SMILES**: CCOC1CC1

```
16
C5H10O wB97M-V/def2-TZVPD
C -0.881 -0.452 -0.347
C -1.882 -0.093 0.712
C -2.211 0.081 -0.752
H -2.214 1.093 -1.146
H -0.676 -1.512 -0.511
C 1.207 0.319 0.444
H 0.962 -0.466 1.172
H 1.216 1.275 0.987
H -2.365 -0.895 1.262
H 2.562 -0.905 -0.719
H 3.360 0.065 0.538
H -1.681 0.804 1.292
C 2.555 0.061 -0.206
O 0.206 0.386 -0.563
H 2.765 0.837 -0.948
H -2.923 -0.596 -1.214
```

=====

Record 7
C45H39F15GeN3O16P2S4SbSr | wB97M-V/def2-TZVPD

## Properties
**Highest occupied orbital energy**: -0.1541 Ha
**ΔE to the lowest compared entry with this formula, charge and spin**: 307.3 kJ/mol
**Multiplicity**: 1
**Charge**: -2
**Energy**: -251109.66918 eV
**Frontier orbital gap**: 7.8 eV

```
127
C45H39F15GeN3O16P2S4SbSr wB97M-V/def2-TZVPD
F -0.823 8.889 -4.084
C -2.031 -6.284 -5.103
O -1.899 1.488 0.430
S 1.973 -1.668 1.645
S -0.048 -0.424 3.585
C -1.518 -5.825 1.661
C 3.186 3.613 -1.319
H -3.314 -7.828 -5.863
F 4.162 4.552 5.891
C -2.832 -7.411 -4.987
F -2.029 -1.420 2.041
C 2.086 -6.529 -1.122
O 0.002 1.024 3.384
F 2.103 5.167 5.630
C -0.465 7.332 2.718
H -2.563 4.942 3.898
C 5.243 4.745 -0.975
F 5.424 -0.125 3.662
C 1.581 -8.914 0.193
P -2.970 1.054 -0.545
C -3.325 -5.476 0.128
C -2.626 1.891 -2.173
C -1.854 -0.851 3.210
H 0.823 7.130 1.033
F 3.696 6.293 4.694
H 5.274 6.329 0.455
Sb 0.461 4.100 -0.217
C 2.877 -8.603 -0.197
C -1.412 6.695 3.497
F 5.729 1.987 3.927
C 4.667 5.592 -0.053
H -3.649 -8.872 -3.643
O -0.858 3.303 -3.561
N 0.581 -1.261 2.376
S 3.212 1.302 3.376
H -3.907 3.449 -1.900
F -1.967 7.381 4.530
Ge -0.691 -5.589 -1.135
O 2.761 1.406 1.987
H -0.181 8.351 2.944
C -1.421 -5.746 -3.977
F 6.564 4.891 -1.256
F -2.289 -1.679 4.168
C -3.624 1.347 -3.198
C 0.093 6.632 1.660
C -1.464 7.496 -2.294
O 4.407 4.275 2.794
C 0.003 5.688 -1.609
H -4.638 1.476 -2.814
C -2.407 -7.451 -2.622
H -0.809 -4.857 -4.084
F 0.543 -3.942 1.518
H 0.374 -3.349 -0.617
C 0.546 -8.027 -0.070
C 3.285 5.059 5.024
C 0.781 -6.821 -0.731
H 1.305 7.423 -4.241
H -2.534 3.640 -1.094
H -0.460 -8.277 0.252
H -0.927 0.054 -3.958
H 2.298 -5.598 -1.637
F -2.571 0.268 3.280
C 3.316 5.444 0.226
H -1.551 3.690 2.005
S 3.164 4.053 3.477
C -1.961 -5.670 0.348
O 1.855 -1.287 0.258
H 0.550 -3.710 -2.322
O -4.305 1.996 -0.174
H -2.156 -3.031 -1.011
H -4.458 -5.558 3.318
H 1.378 -9.845 0.709
C -3.763 -5.600 2.489
C -3.020 -7.995 -3.742
C -2.409 -5.792 2.725
N 3.019 2.640 4.161
H -1.676 3.767 -3.274
H -3.694 -5.332 -0.881
O 2.778 0.229 4.208
C -0.147 -3.754 -1.480
C -1.598 -6.319 -2.719
C 2.561 4.465 -0.408
H 1.803 5.501 -2.769
N -2.903 3.350 -1.998
H -0.460 -5.960 1.861
C -1.383 -2.907 -1.776
F 2.679 -4.145 1.230
O -0.676 -0.862 -0.787
H 2.864 6.084 0.973
O 0.193 -0.933 4.893
O -1.517 -0.821 -2.859
C 1.727 -3.486 1.901
H -2.376 8.068 -2.183
C 0.619 7.132 -3.456
F 1.869 -3.739 3.197
C -1.819 5.402 3.261
H -1.887 -5.816 -6.069
H 2.615 2.831 -1.815
H -1.820 -3.189 -2.735
O 3.252 -1.500 2.251
H -4.629 1.680 0.676
C 4.537 3.750 -1.615
H 4.138 -7.154 -1.155
F 5.454 1.179 1.939
C -0.280 5.317 1.390
C -1.240 4.714 2.198
O 0.264 1.666 -1.993
H -1.881 6.169 -0.684
C 3.128 -7.409 -0.857
C 0.888 6.058 -2.617
C -0.554 7.830 -3.274
H -3.444 0.286 -3.354
H -5.272 -5.269 1.000
O -0.895 0.994 -4.252
P -0.892 1.841 -2.903
C -1.125 -1.403 -1.807
H -2.044 -5.901 3.739
C 5.073 1.078 3.206
H -3.526 1.876 -4.149
O 1.953 4.507 2.854
C -4.220 -5.440 1.189
Sr 0.462 0.802 0.987
O -3.467 -0.334 -0.644
H -2.573 -7.911 -1.653
H 5.035 3.098 -2.320
H 3.689 -9.287 0.019
C -1.172 6.422 -1.463
```

=====

Record 8
C9H17N3O4S | wB97M-V/def2-TZVPD

## Properties
**Highest occupied orbital energy**: -0.3330 Ha
**ΔE to the lowest compared entry with this formula, charge and spin**: 729.1 kJ/mol
**Multiplicity**: 1
**Energy**: -33098.63588 eV
**Frontier orbital gap**: 9.2 eV

```
34
C9H17N3O4S wB97M-V/def2-TZVPD
C 4.476 -3.687 -1.756
S 3.661 -2.221 -0.817
C -1.933 1.552 0.944
H 5.624 -3.221 -1.576
H 1.817 -1.728 1.067
H -3.607 3.661 0.116
O -3.522 2.390 -0.839
H -2.115 1.316 1.989
H -2.463 -0.464 -0.256
O -3.106 0.286 -0.728
H 2.796 -0.404 0.022
O -2.674 3.512 3.308
H 1.674 -2.993 -1.651
H 2.011 -3.982 -0.341
H -0.566 2.669 2.074
H 0.447 -2.689 0.719
H 0.044 1.334 0.060
H 4.100 -4.619 -1.187
C 2.008 -2.878 -0.707
C 1.211 -2.170 0.265
H -4.393 4.766 1.241
C -2.645 3.570 2.053
H -1.002 3.603 0.449
H 4.116 -3.429 -3.031
C -1.476 2.933 1.302
O -1.481 -1.340 0.373
C -0.578 -0.528 0.065
N -0.695 0.756 0.387
C -2.937 1.472 -0.181
N 1.730 0.086 -0.495
N -3.469 4.247 1.074
C 0.603 -0.961 -0.533
H 0.371 -1.120 -1.647
H 1.970 0.281 -1.763
```